The following is a quantum chemistry calculation of a structure of composition C29H26BIN8O2PbS3 in a non-equilibrium geometry, from OMol25.

Geometry (Å):
Pb1 -0.8222 -0.3409 0.1316
O1 6.4420 1.5207 1.5614
C1 5.7616 0.8298 2.3363
O2 6.1119 0.2189 3.3571
C2 4.2358 0.8276 2.0561
C3 3.6958 1.6118 1.0439
C4 2.3236 1.5868 0.8193
N1 1.5008 0.8307 1.5413
C5 2.0044 0.0725 2.5076
C6 3.3642 0.0470 2.8036
C7 1.0067 -0.7578 3.2505
C8 1.3925 -1.6323 4.2668
C9 0.4145 -2.3506 4.9309
C10 -0.9100 -2.1880 4.5645
C11 -1.1978 -1.3123 3.5311
N2 -0.2675 -0.6166 2.9003
C12 1.6809 2.4083 -0.2518
C13 2.4392 3.2029 -1.1113
C14 1.7862 3.9576 -2.0689
C15 0.4052 3.8970 -2.1472
C16 -0.2613 3.0707 -1.2576
N3 0.3547 2.3509 -0.3333
H1 4.3883 2.2085 0.4710
H2 3.7955 -0.5454 3.5929
H3 2.4315 -1.7504 4.5215
H4 0.6909 -3.0365 5.7217
H5 -1.7042 -2.7369 5.0465
H6 -2.2029 -1.1672 3.1554
H7 3.5123 3.2257 -1.0352
H8 2.3552 4.5780 -2.7512
H9 -0.1489 4.4590 -2.8854
H10 -1.3363 2.9653 -1.2855
C17 2.8993 -2.0553 -0.1677
N4 2.2281 -2.4989 -1.3654
C18 2.7053 -2.3608 -2.6449
C19 1.7489 -2.8509 -3.4635
N5 0.6969 -3.2793 -2.7027
B1 -0.6202 -3.8480 -3.2628
N6 -1.7589 -2.7475 -3.2626
C20 -3.0600 -3.1559 -3.3592
C21 -3.8592 -2.0620 -3.3389
N7 -3.0279 -0.9800 -3.2414
C22 -3.4535 0.3974 -3.1358
C23 -1.7488 -1.4125 -3.1707
S1 -0.4134 -0.3536 -3.0319
C24 0.9914 -3.0478 -1.4081
S2 0.0348 -3.3794 -0.0403
H11 3.9697 -2.0265 -0.3588
H12 2.6772 -2.7496 0.6408
H13 2.5546 -1.0655 0.1181
H14 3.6598 -1.9169 -2.8444
H15 1.7104 -2.9104 -4.5315
H16 -0.4297 -4.2078 -4.4095
H17 -1.0176 -4.7507 -2.5767
H18 -3.3085 -4.1957 -3.4021
H19 -4.9250 -1.9545 -3.3512
H20 -4.4165 0.4901 -3.6395
H21 -2.7121 1.0303 -3.6261
H22 -3.5400 0.6714 -2.0773
S3 -3.3136 -0.2727 0.4474
I1 -0.4928 3.4014 3.4078
C25 -2.2914 2.9803 2.3658
C26 -2.6332 3.8269 1.3264
C27 -3.8904 3.6183 0.7734
C28 -4.6348 2.5345 1.1723
C29 -4.0637 1.6315 2.0774
N8 -2.9894 1.9738 2.8067
H23 -1.9903 4.6452 1.0367
H24 -4.2734 4.2990 0.0219
H25 -5.5857 2.2962 0.7212
H26 -4.6685 0.8509 2.5134

DFT total energy = -93047.1556 eV
HOMO-LUMO gap = 5.650 eV
Charge = -2


The following is a quantum chemistry calculation of a structure of composition C29H26ClIMnN4O5S in a non-equilibrium geometry, from OMol25.

Geometry (Å):
Mn1 0.4635 -0.2276 -0.3061
C1 3.2223 2.8643 -1.5422
C2 2.0587 3.4357 -0.8094
N1 2.0726 4.6937 -0.4642
C3 1.0632 5.2269 0.2186
C4 -0.0325 4.5021 0.6472
C5 -1.1812 5.1630 1.3713
O1 -1.5738 4.4795 2.5408
C6 -0.0817 3.1268 0.3403
C7 -1.2052 2.3112 0.6932
N2 -1.2616 1.0273 0.5649
C8 -2.5022 0.4066 0.7598
C9 -3.2724 0.6090 1.9074
C10 -4.5065 -0.0018 2.0367
C11 -4.9998 -0.8026 1.0193
C12 -4.2635 -0.9999 -0.1394
C13 -3.0231 -0.4082 -0.2460
I1 -1.8942 -0.5861 -2.0682
C14 0.9765 2.5713 -0.4372
O2 0.9577 1.3468 -0.8177
H1 3.6166 3.5950 -2.2414
H2 2.9503 1.9434 -2.0536
H3 4.0177 2.6413 -0.8326
H4 1.1628 6.2815 0.4311
H5 -2.0543 5.1440 0.7071
H6 -0.9385 6.2120 1.5731
H7 -0.9278 4.6328 3.2382
H8 -2.0982 2.8293 1.0425
H9 -2.8826 1.2471 2.6875
H10 -5.0890 0.1662 2.9320
H11 -5.9701 -1.2633 1.1075
H12 -4.6587 -1.6059 -0.9407
C15 5.7573 -2.8502 -1.3260
C16 5.2043 -3.4484 -0.0741
C17 5.1588 -4.8129 0.1382
C18 4.6004 -5.3300 1.3011
Cl1 4.6865 -7.0289 1.6235
C19 3.9892 -4.4913 2.2155
C20 4.0277 -3.1208 2.0163
C21 4.7002 -2.5884 0.9208
O3 4.9698 -1.2700 0.7383
C22 4.1887 -0.3067 1.3996
C23 2.7691 -0.3118 0.8212
O4 1.7937 0.0232 1.5316
O5 2.6221 -0.6938 -0.3642
H13 5.8761 -3.5949 -2.1079
H14 6.7237 -2.3920 -1.1254
H15 5.0898 -2.0611 -1.6685
H16 5.6032 -5.4823 -0.5829
H17 3.5107 -4.8953 3.0944
H18 3.5529 -2.4795 2.7432
H19 4.6565 0.6557 1.1696
H20 4.1659 -0.4291 2.4888
N3 2.2379 -6.8102 -0.7618
C24 1.4460 -6.3038 0.1892
S1 0.7499 -7.2749 1.3342
C25 1.1054 -4.8797 0.1457
C26 1.1441 -4.1427 -1.0421
C27 0.7563 -2.8260 -1.0356
N4 0.3426 -2.1675 0.0636
C28 0.3029 -2.8726 1.2072
C29 0.6678 -4.2002 1.2862
H21 2.4782 -7.7885 -0.7109
H22 2.8130 -6.2164 -1.3379
H23 1.4251 -4.5882 -1.9814
H24 0.7849 -2.2651 -1.9658
H25 -0.0340 -2.3382 2.0880
H26 0.5987 -4.7275 2.2254

DFT total energy = -109467.1544 eV
HOMO-LUMO gap (spin up / spin down) = 5.633 / 6.541 eV
2S+1 = 5
<S²> = 6.071
Charge = +1


The following is a quantum chemistry calculation of a cluster of 2 separate species, C29H26F2O5 in total in a non-equilibrium geometry, from OMol25.

Geometry (Å):
F1 3.4719 -5.4829 0.5951
C1 3.9483 -4.4579 -0.1521
C2 4.4612 -4.6954 -1.4158
C3 4.9759 -3.6545 -2.1632
C4 4.9990 -2.3785 -1.6524
C5 4.4990 -2.1058 -0.3700
C6 4.5928 -0.7864 0.1696
C7 4.0721 -0.4120 1.3863
C8 4.2953 0.7977 2.0048
C9 3.7870 1.1226 3.3012
C10 2.7597 0.3805 3.9051
C11 2.3116 0.6745 5.1727
F2 1.3105 -0.0529 5.7241
C12 2.8907 1.7170 5.8768
C13 3.9002 2.4677 5.3061
C14 4.3395 2.1855 4.0341
C15 3.9560 -3.1787 0.3559
H1 4.4569 -5.7030 -1.7921
H2 5.3658 -3.8453 -3.1490
H3 5.4047 -1.5691 -2.2343
H4 5.1504 -0.0563 -0.3889
H5 3.4919 -1.1385 1.9179
H6 4.9279 1.5166 1.5158
H7 2.2691 -0.4117 3.3738
H8 2.5292 1.9302 6.8672
H9 4.3516 3.2706 5.8662
H10 5.1401 2.7586 3.5998
H11 3.5461 -3.0346 1.3358
C16 -3.0686 4.8501 1.1074
C17 -2.1056 4.0818 0.2231
O1 -0.8127 4.6326 0.2506
C18 0.0693 3.8031 -0.3819
C19 1.4817 4.1624 -0.3988
C20 1.9630 5.2499 0.4206
C21 3.3980 5.6718 0.4191
C22 4.0725 6.0648 -0.7325
C23 5.3734 6.5093 -0.6604
C24 6.0104 6.5950 0.5605
C25 5.3492 6.2201 1.7104
C26 4.0529 5.7688 1.6382
O2 1.2296 5.8790 1.1719
C27 2.4069 3.3428 -1.1805
O3 3.6024 3.3319 -0.9196
O4 1.9058 2.5896 -2.2092
C28 2.9106 1.7956 -2.7983
C29 2.3300 0.6514 -3.6011
O5 -0.3168 2.7645 -0.9017
H12 -4.0939 4.4804 1.0267
H13 -2.7625 4.7798 2.1534
H14 -3.0655 5.9075 0.8362
H15 -2.0090 3.0319 0.5394
H16 -2.4251 4.0735 -0.8290
H17 3.5832 5.9763 -1.6872
H18 5.9004 6.7881 -1.5584
H19 7.0210 6.9623 0.6183
H20 5.8453 6.2840 2.6655
H21 3.5220 5.4811 2.5291
H22 3.5277 2.4609 -3.4168
H23 3.5514 1.4242 -1.9870
H24 3.0998 0.0470 -4.0820
H25 1.7386 -0.0057 -2.9632
H26 1.6648 1.0306 -4.3755

DFT total energy = -46163.6651 eV
HOMO-LUMO gap = 2.504 eV
Charge = 0


The following is a quantum chemistry calculation of a structure of composition C29H26F3NO6PPdS2Sb, from OMol25.

Geometry (Å):
Pd1 -1.1071 0.1280 -0.0594
O1 -0.8710 0.2388 2.2505
C1 -1.4405 -0.5963 2.9462
C2 -1.7366 -1.9730 2.6324
C3 -2.3555 -2.7084 3.6431
C4 -2.6408 -4.0422 3.4749
C5 -2.3048 -4.6990 2.2719
C6 -1.7035 -4.0076 1.2692
C7 -1.3912 -2.6067 1.3768
O2 -0.8384 -2.0238 0.4094
N1 -3.2768 -4.7747 4.5377
O3 -3.5534 -4.1859 5.5744
O4 -3.5135 -5.9625 4.3617
H1 -1.7606 -0.2924 3.9611
H2 -2.6102 -2.2257 4.5779
H3 -2.5379 -5.7493 2.1705
H4 -1.4424 -4.4872 0.3353
C8 -3.6482 4.3652 -4.4572
C9 -3.6299 3.7533 -3.0758
O5 -3.0666 2.4445 -3.1851
P1 -2.9100 1.5352 -1.8565
S1 -2.0521 -0.1554 -2.4067
S2 -2.0186 2.5427 -0.4110
O6 -4.4477 1.3189 -1.4023
C10 -5.2534 0.2628 -1.9353
C11 -5.6763 0.5217 -3.3673
H5 -4.0647 5.3735 -4.4175
H6 -4.2552 3.7651 -5.1361
H7 -2.6375 4.4224 -4.8615
H8 -4.6397 3.6813 -2.6616
H9 -3.0243 4.3463 -2.3858
H10 -6.1200 0.2130 -1.2753
H11 -4.7024 -0.6764 -1.8591
H12 -6.1914 1.4808 -3.4506
H13 -6.3579 -0.2648 -3.6982
H14 -4.8125 0.5318 -4.0314
F1 3.8071 4.9337 3.2841
C12 3.4526 3.6951 2.8656
C13 4.4071 2.8981 2.2685
C14 4.0347 1.6301 1.8403
C15 2.7342 1.1598 2.0100
C16 1.8022 1.9995 2.6216
C17 2.1525 3.2748 3.0491
Sb1 2.1030 -0.7860 1.3353
C18 1.6502 -0.1449 -0.6513
C19 1.5259 1.1967 -1.0035
C20 1.3358 1.5778 -2.3280
C21 1.2778 0.5939 -3.2883
F2 1.1038 0.9490 -4.5805
C22 1.3833 -0.7489 -2.9814
C23 1.5587 -1.1107 -1.6572
C24 4.1026 -1.4282 0.8215
C25 4.7494 -1.0858 -0.3661
C26 6.0432 -1.5130 -0.6355
C27 6.6872 -2.2909 0.3055
F3 7.9493 -2.7118 0.0528
C28 6.0892 -2.6583 1.4922
C29 4.7917 -2.2227 1.7349
H15 5.4155 3.2689 2.1409
H16 4.7848 1.0082 1.3669
H17 0.7781 1.6713 2.7507
H18 1.4317 3.9351 3.5125
H19 1.5834 1.9697 -0.2470
H20 1.2052 2.6147 -2.6053
H21 1.2992 -1.4861 -3.7686
H22 1.6169 -2.1641 -1.4062
H23 4.2392 -0.4735 -1.1003
H24 6.5502 -1.2517 -1.5549
H25 6.6302 -3.2744 2.1979
H26 4.3165 -2.5192 2.6645

DFT total energy = -93401.6185 eV
HOMO-LUMO gap (spin up / spin down) = 6.720 / 7.456 eV
2S+1 = 2
<S²> = 0.754
Charge = -1


Table of energy above the lowest of the compared OMol25 structures with the same formula, charge and spin (kJ/mol), in record order: 9.0; 112.0; 70.6; 9.4